[1]
C27H52BF4O10PS2Si2 | the ωB97M-V functional and the def2-TZVPD basis

CARTESIAN COORDINATES (ANGSTROEM)
C (-3.6219, 4.8905, -1.3298)
C (-2.6204, 4.5196, -0.1714)
S (-3.2564, 3.2847, 1.0336)
C (-3.8047, 1.7918, 0.1161)
Si (-2.3186, 0.7594, -0.5605)
C (-3.1325, -0.6657, -1.5502)
C (-3.1472, -0.4839, -3.0885)
O (-4.0473, 0.0849, -3.6095)
F (-2.1408, -1.0137, -3.9104)
O (-1.3913, 1.8739, -1.4691)
Si (0.0159, 1.3084, -2.1965)
C (-0.1880, 1.6377, -4.0844)
C (-1.5228, 2.4508, -4.3991)
O (-1.3342, 3.8451, -4.1223)
C (-1.9278, 2.3487, -5.9257)
F (-1.3875, 3.3569, -6.6752)
F (-3.3039, 2.4680, -5.9957)
F (-1.6095, 1.1453, -6.5068)
O (1.3365, 2.2066, -1.5356)
C (2.4077, 2.2995, -2.4251)
O (2.8373, 3.4014, -2.6610)
C (3.1036, 1.1027, -3.1180)
C (3.9601, 0.1271, -2.3982)
C (4.5879, -1.0187, -3.0307)
C (4.3989, -1.2720, -4.4595)
C (3.6002, -0.3133, -5.2179)
C (2.9649, 0.8525, -4.5709)
P (0.5213, -0.8299, -1.9551)
S (1.6790, -1.2130, -0.4010)
B (-1.4197, 0.1229, 1.1018)
O (-1.7892, -1.1390, 1.6297)
O (-0.4771, 0.9201, 1.7570)
H (-3.8950, 4.0211, -1.9888)
H (-3.0976, 5.6387, -1.9874)
H (-4.5516, 5.4121, -0.9599)
H (-1.6446, 4.2422, -0.6472)
H (-2.4173, 5.4654, 0.4116)
H (-4.4228, 1.0746, 0.7201)
H (-4.3921, 2.0776, -0.8110)
H (-2.6802, -1.6517, -1.2278)
H (-4.2161, -0.7430, -1.2394)
H (0.6399, 2.2661, -4.5051)
H (-0.1533, 0.6466, -4.6069)
H (-2.3982, 2.1118, -3.7945)
H (-0.4184, 4.0077, -3.8371)
H (4.0784, 0.2994, -1.3020)
H (5.1895, -1.7219, -2.4154)
H (4.8287, -2.1481, -4.9906)
H (3.4444, -0.4858, -6.3100)
H (2.3860, 1.5127, -5.2555)
H (1.3122, -1.1899, -3.1069)
H (-0.5663, -1.7436, -1.9454)
H (-2.7564, -1.2243, 1.5537)
H (-0.6740, 1.8661, 1.5956)
C (3.5515, -5.1651, -0.7241)
C (2.8177, -4.5279, -1.8906)
O (3.1161, -5.1272, -3.1441)
C (2.7718, -6.4959, -3.2827)
C (1.2833, -6.7632, -3.1399)
H (4.6242, -5.2161, -0.9252)
H (3.3879, -4.5892, 0.1890)
H (3.2055, -6.1854, -0.5415)
H (3.1249, -3.4830, -1.9699)
H (1.7358, -4.5202, -1.7190)
H (3.3505, -7.1078, -2.5827)
H (3.0876, -6.7892, -4.2863)
H (0.9390, -6.5802, -2.1198)
H (1.0581, -7.8031, -3.3836)
H (0.7095, -6.1115, -3.8024)
C (-3.8538, 4.3101, 7.5129)
C (-4.1107, 3.0484, 6.7070)
O (-3.8920, 3.2114, 5.3155)
C (-2.5725, 3.5570, 4.9238)
C (-1.5364, 2.5097, 5.2955)
H (-4.4050, 5.1543, 7.0929)
H (-4.1590, 4.1681, 8.5516)
H (-2.7949, 4.5785, 7.5107)
H (-5.1595, 2.7655, 6.8195)
H (-3.5205, 2.2091, 7.0909)
H (-2.3003, 4.5397, 5.3241)
H (-2.5946, 3.6589, 3.8374)
H (-1.4043, 2.4422, 6.3776)
H (-0.5679, 2.7604, 4.8589)
H (-1.8405, 1.5230, 4.9393)
C (3.7070, -1.5651, 5.8006)
C (3.2349, -1.2401, 4.3936)
O (2.9965, -2.3885, 3.5976)
C (1.9878, -3.2742, 4.0549)
C (0.6103, -2.6372, 4.1254)
H (4.5601, -2.2468, 5.7730)
H (3.9981, -0.6530, 6.3256)
H (2.9213, -2.0496, 6.3851)
H (4.0150, -0.6717, 3.8827)
H (2.3473, -0.5986, 4.4141)
H (2.2708, -3.7100, 5.0194)
H (1.9582, -4.0980, 3.3382)
H (0.5616, -1.8718, 4.9030)
H (-0.1460, -3.3906, 4.3546)
H (0.3576, -2.1585, 3.1771)

Output
**Charge**: 0
**Lowest unoccupied orbital energy**: -0.531 eV
**Orbital gap**: 8.122 eV

=====

[2]
C27H52N5SbSi3Y | the ωB97M-V functional and the def2-TZVPD basis

CARTESIAN COORDINATES (ANGSTROEM)
Y (1.5108, 0.9154, -1.0137)
C (-0.5235, -0.6292, 3.3407)
Sb (-0.5210, -0.0483, 1.2500)
C (1.4951, 0.8882, 1.3328)
C (2.6153, 0.1101, 1.9354)
C (3.6446, -0.3524, 1.1072)
C (4.7060, -1.0653, 1.6677)
C (4.7317, -1.3039, 3.0426)
C (3.6909, -0.8205, 3.8401)
N (2.6647, -0.1286, 3.2756)
Si (1.4734, 2.6716, 1.9377)
C (1.0698, 2.8289, 3.7550)
C (3.1664, 3.4048, 1.6448)
C (0.2181, 3.6482, 0.9600)
C (-0.7572, -2.0839, 0.2059)
C (-0.2643, -2.0764, -1.2606)
C (-0.5010, -3.1557, -2.1400)
C (-0.0532, -3.1050, -3.4611)
C (0.6300, -1.9839, -3.9203)
C (0.8519, -0.9269, -3.0440)
N (0.4034, -1.0026, -1.7638)
Si (-2.6823, -2.2570, 0.1810)
C (-3.4980, -1.9096, 1.8338)
C (-3.3581, -0.9685, -0.9969)
C (-3.3859, -3.9097, -0.3565)
Si (0.0665, -3.5713, 1.1502)
C (-0.7619, -4.0799, 2.7527)
C (1.8572, -3.2233, 1.4886)
C (0.1102, -5.1905, 0.2015)
H (-0.4098, 0.2665, 3.9760)
H (0.3213, -1.3093, 3.5535)
H (-1.4769, -1.1140, 3.6169)
H (3.6237, -0.1635, 0.0407)
H (5.5058, -1.4307, 1.0372)
H (5.5506, -1.8552, 3.4857)
H (3.6985, -0.9961, 4.9073)
H (1.7986, 2.2498, 4.3574)
H (0.0425, 2.4656, 3.9458)
H (1.1255, 3.8978, 4.0457)
H (3.9224, 2.8380, 2.2263)
H (3.1711, 4.4658, 1.9683)
H (3.4113, 3.3459, 0.5645)
H (-0.7945, 3.2298, 1.1325)
H (0.4642, 3.5907, -0.1199)
H (0.2388, 4.7074, 1.2893)
H (-1.0271, -4.0342, -1.8279)
H (-0.2389, -3.9365, -4.1287)
H (0.9812, -1.9340, -4.9428)
H (1.3790, -0.0436, -3.3786)
H (-3.2766, -0.8760, 2.1622)
H (-3.1704, -2.6291, 2.6049)
H (-4.5969, -1.9990, 1.7128)
H (-3.0497, 0.0440, -0.6662)
H (-4.4657, -1.0262, -1.0097)
H (-2.9697, -1.1565, -2.0185)
H (-3.0446, -4.7088, 0.3296)
H (-3.1262, -4.1541, -1.4017)
H (-4.4920, -3.8498, -0.2992)
H (-0.7944, -3.2720, 3.4966)
H (-0.1905, -4.9235, 3.1909)
H (-1.7886, -4.4361, 2.5405)
H (1.9215, -2.3872, 2.1960)
H (2.3787, -2.9809, 0.5402)
H (2.3258, -4.1141, 1.9543)
H (-0.9124, -5.5367, -0.0404)
H (0.5973, -5.9599, 0.8349)
H (0.7140, -5.0845, -0.7215)
C (-1.0587, 0.9758, -3.1893)
N (-1.5103, 2.3600, -3.0270)
C (-2.9162, 2.4457, -2.6317)
C (-0.6199, 3.2546, -2.4721)
N (0.4015, 2.8368, -1.7985)
N (-0.8865, 4.5834, -2.7032)
C (-1.4164, 5.0311, -3.9884)
C (-0.3472, 5.6409, -1.8643)
H (-1.7565, 0.4162, -3.8215)
H (-0.9881, 0.4679, -2.2206)
H (-0.0806, 0.9413, -3.6816)
H (-3.0747, 1.9475, -1.6688)
H (-3.5490, 1.9597, -3.3823)
H (-3.2636, 3.4784, -2.5357)
H (0.9717, 3.6266, -1.5070)
H (-1.3348, 4.2613, -4.7634)
H (-0.8670, 5.9060, -4.3534)
H (-2.4692, 5.3111, -3.8831)
H (-0.3617, 5.3501, -0.8085)
H (-0.9453, 6.5543, -1.9538)
H (0.6828, 5.8727, -2.1539)
H (3.4433, 0.9154, -1.6973)

Output
**Charge**: +1
**Lowest unoccupied orbital energy**: -2.891 eV
**Orbital gap**: 7.349 eV